# C7H14

A structure of composition C7H14 (the ωB97M-V functional and the def2-TZVPD basis, the OMol25 dataset).

Each line ends with the Mulliken charge.
Element x y z (Å)
C: 1.52181 -1.55049 -0.72725  -1.623
C: 0.09284 -1.01500 -0.72846  0.392
C: -0.81070 -1.61065 0.24951  -0.876
C: -0.92116 0.16376 1.52776  -1.493
C: -0.22555 0.33373 0.04469  1.668
C: 1.05645 1.07844 0.42229  -1.937
C: -1.11424 1.21831 -0.84498  -1.587
H: 2.21746 -0.94652 -1.32387  0.356
H: 1.51176 -2.56005 -1.15391  0.433
H: 1.91075 -1.63704 0.29116  0.339
H: -0.28582 -0.94087 -1.75680  0.424
H: -1.83915 -1.38175 -0.09179  0.238
H: -1.86406 -0.36124 1.72421  0.399
H: -1.13581 1.21633 1.71671  0.496
H: -0.20660 -0.19338 2.27441  0.382
H: 0.78250 1.98746 0.97322  0.474
H: 1.64300 1.36904 -0.45548  0.383
H: 1.68798 0.46963 1.07425  0.401
H: -1.93610 0.65337 -1.29974  0.365
H: -1.54812 2.03326 -0.25350  0.360
H: -0.53722 1.67366 -1.66241  0.407

Summary:
- net charge = 0
- E_HOMO (eV) = -8.05
- orbital gap (eV) = 8.9
- maximum force (hartree/bohr) = 0.016
- E_LUMO (Eh) = 0.0311
- calculated total energy (eV) = -7481.7493